[1]
{
  "formula": "C50H30Br2CsF15Ge3N3S3",
  "method": "ωB97M-V/def2-TZVPD",
  "max_force_ha_per_bohr": 0.01440,
  "multiplicity": 2,
  "homo_energy_ev": [-0.4, -3.2],
  "charge": -2,
  "gap_ev": [3.7, 6.5],
  "species": ["Cs", "Br", "C", "C", "C", "N", "C", "C", "C", "C", "C", "Br", "C", "C", "N", "H", "H", "H", "H", "H", "H", "S", "C", "C", "C", "C", "C", "C", "S", "H", "H", "H", "H", "N", "C", "H", "C", "Ge", "C", "C", "Ge", "C", "C", "C", "C", "C", "C", "C", "C", "C", "C", "C", "C", "H", "H", "H", "H", "H", "H", "H", "H", "H", "H", "H", "H", "H", "H", "H", "H", "H", "H", "H", "F", "C", "C", "C", "F", "C", "F", "C", "F", "C", "F", "Ge", "S", "C", "C", "F", "C", "F", "C", "F", "C", "F", "C", "F", "C", "C", "F", "C", "F", "C", "F", "C", "F", "C", "F"],
  "positions_angstrom": [[0.031, 0.423, 0.793], [0.559, 6.426, 5.792], [0.318, 4.874, 4.702], [-0.414, 5.003, 3.512], [-0.552, 3.825, 2.780], [-0.065, 2.644, 3.117], [0.628, 2.525, 4.306], [0.838, 3.690, 5.115], [1.076, 1.236, 4.690], [1.934, 1.017, 5.819], [2.241, -0.263, 6.165], [3.425, -0.570, 7.636], [1.765, -1.372, 5.458], [1.000, -1.062, 4.337], [0.662, 0.153, 3.942], [-0.835, 5.940, 3.182], [-1.104, 3.854, 1.841], [1.365, 3.630, 6.056], [2.350, 1.843, 6.376], [2.022, -2.387, 5.715], [0.637, -1.878, 3.714], [3.289, 0.556, 0.205], [3.297, 1.009, -1.487], [4.117, 2.042, -1.956], [4.117, 2.408, -3.291], [3.316, 1.721, -4.198], [2.526, 0.673, -3.757], [2.492, 0.315, -2.407], [1.512, -1.043, -1.866], [4.753, 2.557, -1.246], [4.748, 3.223, -3.626], [3.312, 1.996, -5.246], [1.917, 0.115, -4.459], [-2.491, -2.137, 1.584], [-1.469, -2.597, 1.892], [-3.226, -1.525, 1.238], [0.884, -5.036, 0.212], [2.280, -4.197, -0.892], [3.769, -5.491, -0.961], [1.527, -4.291, -2.706], [3.105, -1.910, -0.241], [4.788, -1.932, -1.265], [4.787, -2.158, -2.641], [5.973, -2.165, -3.369], [7.183, -1.949, -2.725], [7.199, -1.716, -1.354], [6.011, -1.700, -0.634], [3.627, -2.257, 1.659], [3.591, -3.573, 2.127], [4.135, -3.928, 3.357], [4.722, -2.963, 4.160], [4.745, -1.645, 3.732], [4.201, -1.297, 2.502], [0.639, -6.013, -0.214], [-0.016, -4.421, 0.220], [1.194, -5.171, 1.248], [3.393, -6.432, -1.374], [4.205, -5.685, 0.020], [4.559, -5.110, -1.612], [1.361, -5.347, -2.945], [2.200, -3.860, -3.447], [0.579, -3.757, -2.766], [3.843, -2.306, -3.155], [5.948, -2.327, -4.440], [8.109, -1.952, -3.288], [8.140, -1.538, -0.846], [6.035, -1.501, 0.432], [3.142, -4.348, 1.529], [4.091, -4.960, 3.687], [5.131, -3.228, 5.129], [5.162, -0.876, 4.371], [4.245, -0.260, 2.203], [-6.360, -0.879, 0.093], [-6.255, -1.001, -1.239], [-5.571, -0.056, -1.985], [-5.518, -0.289, -3.344], [-4.870, 0.546, -4.176], [-6.122, -1.383, -3.945], [-6.054, -1.564, -5.271], [-6.802, -2.293, -3.166], [-7.395, -3.354, -3.730], [-6.868, -2.106, -1.799], [-7.528, -2.991, -1.040], [-4.624, 1.399, -1.004], [-3.185, 0.631, 0.318], [-4.021, 2.697, -2.377], [-2.723, 3.174, -2.467], [-1.759, 2.748, -1.648], [-2.350, 4.126, -3.406], [-1.093, 4.576, -3.468], [-3.292, 4.616, -4.286], [-2.947, 5.535, -5.197], [-4.595, 4.162, -4.227], [-5.505, 4.634, -5.091], [-4.930, 3.217, -3.276], [-6.211, 2.799, -3.267], [-6.030, 2.533, -0.146], [-5.583, 3.635, 0.566], [-4.277, 3.926, 0.627], [-6.438, 4.508, 1.221], [-5.970, 5.566, 1.892], [-7.798, 4.282, 1.164], [-8.647, 5.116, 1.782], [-8.285, 3.204, 0.455], [-9.609, 2.998, 0.386], [-7.398, 2.360, -0.192], [-7.960, 1.365, -0.901]],
  "forces_ev_per_a": [[-0.16, 0.30, 0.66], [0.02, 0.05, 0.03], [-0.09, 0.11, -0.11], [0.07, -0.11, 0.07], [0.08, -0.03, 0.04], [-0.01, 0.05, 0.07], [-0.13, 0.26, -0.24], [0.01, -0.20, -0.03], [0.04, -0.42, 0.03], [-0.11, 0.08, -0.10], [0.04, -0.10, -0.03], [0.03, 0.00, 0.05], [0.00, 0.16, 0.02], [-0.05, -0.01, -0.06], [0.12, 0.03, 0.00], [0.00, 0.00, 0.01], [0.01, 0.00, 0.02], [0.00, 0.00, -0.02], [-0.01, -0.01, 0.00], [0.00, 0.00, 0.01], [0.02, 0.03, 0.00], [0.36, 0.19, -0.24], [-0.05, 0.01, 0.06], [-0.05, -0.05, 0.02], [-0.03, -0.05, -0.01], [0.02, 0.01, 0.06], [-0.02, -0.03, 0.04], [-0.04, 0.00, 0.01], [0.23, -0.06, -0.21], [-0.02, 0.00, 0.00], [0.00, 0.00, 0.00], [0.01, 0.00, 0.00], [-0.01, 0.01, 0.00], [0.12, -0.04, 0.03], [-0.11, -0.12, 0.05], [0.06, 0.13, -0.06], [-0.08, -0.06, 0.05], [-0.06, 0.09, 0.08], [0.12, -0.06, -0.03], [-0.03, -0.02, -0.10], [0.19, -0.15, -0.32], [0.14, 0.04, -0.11], [0.10, 0.03, 0.00], [-0.05, 0.01, 0.07], [-0.03, 0.01, 0.04], [-0.05, -0.01, -0.01], [0.00, -0.07, -0.09], [0.07, 0.03, 0.28], [0.09, 0.19, 0.10], [-0.02, 0.03, -0.05], [-0.04, -0.03, 0.05], [-0.08, 0.03, -0.02], [-0.01, -0.14, 0.04], [-0.01, 0.02, 0.03], [-0.01, -0.02, 0.00], [-0.05, -0.02, -0.01], [0.05, 0.00, 0.02], [-0.01, 0.00, -0.01], [-0.01, -0.03, 0.01], [-0.01, 0.03, -0.02], [-0.01, -0.02, -0.01], [0.00, -0.02, 0.00], [-0.01, 0.00, 0.01], [-0.01, -0.01, 0.01], [0.00, 0.00, 0.00], [0.00, 0.00, 0.00], [0.00, 0.00, -0.01], [-0.03, -0.05, -0.05], [-0.01, 0.00, -0.01], [0.01, 0.00, -0.01], [0.01, 0.00, -0.01], [0.00, -0.01, 0.01], [0.03, 0.15, -0.08], [-0.08, -0.19, 0.08], [0.02, 0.06, 0.10], [-0.02, -0.03, -0.23], [0.02, -0.08, 0.10], [0.06, 0.07, -0.09], [0.00, 0.02, 0.08], [-0.12, -0.21, -0.09], [0.07, 0.13, 0.07], [-0.04, -0.01, 0.09], [0.04, 0.06, -0.05], [-0.09, -0.11, -0.01], [-0.47, 0.04, -0.03], [0.16, -0.05, 0.06], [0.12, 0.08, -0.03], [-0.11, 0.02, -0.05], [0.10, -0.02, 0.06], [-0.10, -0.04, 0.01], [0.07, 0.19, -0.18], [-0.04, -0.11, 0.10], [-0.11, -0.03, -0.03], [0.05, -0.02, 0.06], [-0.09, 0.16, -0.15], [0.05, 0.00, 0.12], [0.09, 0.01, -0.02], [-0.04, 0.18, 0.13], [-0.03, -0.12, -0.07], [0.12, 0.02, 0.01], [-0.02, -0.08, -0.06], [-0.18, 0.19, 0.15], [0.11, -0.11, -0.07], [-0.08, -0.06, -0.06], [0.09, 0.01, 0.00], [-0.19, -0.01, -0.02], [0.13, -0.05, 0.02]],
  "lowdin_charge": [0.70, 0.65, -0.71, -0.16, -0.19, 0.02, -0.24, -0.10, -0.24, -0.10, -0.70, 0.65, -0.16, -0.19, 0.03, 0.07, 0.10, 0.08, 0.08, 0.08, 0.08, 0.55, -0.67, -0.12, -0.11, -0.12, -0.13, -0.67, 0.51, 0.09, 0.09, 0.09, 0.09, 0.03, -0.07, -0.06, -0.25, 0.68, -0.25, -0.28, 0.52, -0.34, -0.12, -0.09, -0.12, -0.10, -0.10, -0.32, -0.13, -0.09, -0.11, -0.09, -0.15, 0.01, -0.02, 0.00, 0.01, 0.00, 0.01, 0.01, 0.00, 0.00, 0.08, 0.09, 0.09, 0.09, 0.09, 0.03, 0.10, 0.10, 0.10, 0.02, 0.08, -0.25, -0.12, -0.21, 0.09, -0.14, 0.11, -0.13, 0.11, -0.14, 0.11, 0.58, 0.10, -0.12, -0.21, 0.07, -0.14, 0.12, -0.13, 0.12, -0.14, 0.11, -0.23, 0.09, -0.11, -0.22, 0.09, -0.14, 0.12, -0.14, 0.11, -0.14, 0.11, -0.21, 0.09]
}


[2]
{
  "formula": "C50H31Cl7N5OSiTi",
  "method": "ωB97M-V/def2-TZVPD",
  "max_force_ha_per_bohr": 0.01626,
  "multiplicity": 3,
  "homo_energy_ev": [-3.0, -4.4],
  "charge": -1,
  "gap_ev": [4.7, 5.6],
  "species": ["Ti", "Cl", "C", "C", "C", "C", "C", "C", "C", "C", "C", "C", "C", "C", "C", "C", "C", "C", "Cl", "C", "C", "C", "N", "C", "C", "C", "C", "C", "C", "Cl", "C", "C", "C", "C", "C", "C", "N", "C", "C", "C", "C", "C", "N", "C", "C", "C", "C", "Cl", "C", "C", "C", "C", "N", "H", "H", "H", "H", "H", "H", "H", "H", "H", "H", "H", "H", "H", "H", "H", "H", "H", "H", "H", "H", "H", "H", "H", "H", "O", "C", "C", "C", "C", "C", "C", "N", "H", "H", "H", "H", "H", "H", "H", "Cl", "Si", "Cl", "Cl"],
  "positions_angstrom": [[-0.307, -0.015, -0.160], [-6.751, 5.967, -3.373], [-5.435, 4.996, -2.753], [-4.177, 5.560, -2.637], [-3.137, 4.784, -2.146], [-3.345, 3.460, -1.775], [-4.623, 2.919, -1.904], [-5.674, 3.683, -2.391], [-2.246, 2.621, -1.216], [-2.334, 2.290, 0.113], [-3.199, 2.953, 1.072], [-2.708, 2.698, 2.296], [-1.579, 1.789, 2.130], [-0.803, 1.281, 3.143], [-1.018, 1.764, 4.531], [0.033, 2.362, 5.229], [-0.135, 2.836, 6.520], [-1.372, 2.706, 7.128], [-1.595, 3.307, 8.753], [-2.431, 2.102, 6.475], [-2.242, 1.631, 5.183], [0.209, 0.282, 2.967], [0.627, -0.228, 1.769], [1.499, -1.248, 2.058], [2.332, -1.881, 1.087], [3.185, -2.996, 1.596], [2.571, -4.217, 1.882], [3.302, -5.293, 2.360], [4.664, -5.136, 2.557], [5.601, -6.483, 3.158], [5.298, -3.938, 2.290], [4.550, -2.870, 1.813], [2.435, -1.531, -0.226], [3.494, -1.965, -1.127], [3.386, -1.251, -2.256], [2.214, -0.390, -2.112], [1.621, -0.626, -0.900], [1.796, 0.529, -3.038], [0.668, 1.377, -2.862], [0.175, 2.248, -3.866], [-0.973, 2.809, -3.370], [-1.164, 2.297, -2.069], [-0.148, 1.407, -1.763], [2.559, 0.658, -4.306], [2.607, -0.389, -5.224], [3.329, -0.283, -6.404], [4.006, 0.893, -6.669], [4.922, 1.040, -8.151], [3.972, 1.958, -5.786], [3.249, 1.831, -4.611], [1.602, -1.410, 3.450], [0.797, -0.445, 4.027], [-1.397, 1.547, 0.794], [-4.017, 6.591, -2.920], [-2.152, 5.218, -2.039], [-4.788, 1.884, -1.632], [-6.663, 3.260, -2.497], [-4.032, 3.591, 0.825], [-3.073, 3.091, 3.229], [0.992, 2.466, 4.739], [0.684, 3.306, 7.046], [-3.384, 1.989, 6.971], [-3.053, 1.115, 4.686], [1.505, -4.318, 1.717], [2.826, -6.240, 2.575], [6.361, -3.841, 2.460], [5.034, -1.923, 1.611], [4.246, -2.698, -0.885], [4.043, -1.268, -3.110], [0.611, 2.395, -4.839], [-1.639, 3.484, -3.879], [2.059, -1.299, -5.015], [3.360, -1.098, -7.114], [4.508, 2.869, -6.013], [3.216, 2.654, -3.908], [2.217, -2.140, 3.951], [0.625, -0.269, 5.076], [-2.065, -0.999, 1.390], [-1.800, -2.282, 1.898], [-1.177, -3.159, 0.850], [-1.353, -4.536, 0.848], [-0.679, -5.295, -0.093], [0.129, -4.650, -1.014], [0.214, -3.269, -0.962], [-0.408, -2.534, -0.040], [-2.883, -0.994, 0.863], [-2.696, -2.753, 2.313], [-1.079, -2.145, 2.711], [-2.009, -4.992, 1.578], [-0.795, -6.371, -0.118], [0.660, -5.190, -1.784], [0.803, -2.724, -1.688], [-4.301, -1.146, -0.799], [-2.438, -0.987, -1.912], [-3.128, 0.133, -3.576], [-2.395, -2.920, -2.786]],
  "forces_ev_per_a": [[-0.09, -0.76, 0.34], [0.02, -0.01, 0.01], [-0.08, 0.05, -0.04], [0.00, -0.01, 0.00], [-0.05, 0.05, 0.01], [0.05, -0.13, 0.05], [0.02, 0.06, -0.04], [0.02, -0.02, 0.01], [-0.24, 0.14, -0.37], [0.47, 0.08, 0.38], [-0.13, 0.06, -0.09], [0.11, -0.14, -0.04], [-0.03, 0.17, 0.07], [0.09, -0.14, 0.08], [-0.02, -0.05, -0.01], [-0.05, 0.08, -0.04], [-0.01, -0.01, -0.03], [0.00, 0.03, 0.09], [0.00, -0.01, -0.02], [0.05, 0.00, -0.02], [-0.01, -0.15, 0.06], [-0.28, -0.10, 0.16], [-0.10, 0.19, -0.40], [0.06, 0.29, -0.20], [0.17, -0.29, 0.32], [-0.28, -0.06, -0.01], [0.11, 0.04, -0.01], [0.02, 0.06, -0.02], [0.01, -0.11, 0.04], [-0.02, 0.02, -0.01], [0.04, 0.00, 0.01], [0.04, 0.03, 0.01], [0.00, 0.41, -0.36], [-0.02, -0.19, 0.25], [-0.22, 0.21, -0.06], [0.15, -0.27, -0.06], [-0.03, 0.35, 0.45], [-0.17, 0.17, 0.01], [0.15, -0.14, -0.26], [-0.04, 0.01, 0.11], [-0.06, 0.13, -0.16], [0.16, -0.22, 0.21], [-0.19, -0.08, 0.26], [0.03, -0.01, -0.08], [-0.04, -0.02, -0.01], [0.02, 0.04, 0.00], [0.06, 0.02, -0.09], [-0.02, 0.00, 0.03], [0.00, -0.04, -0.01], [-0.02, 0.00, 0.07], [0.06, -0.17, 0.17], [0.03, 0.05, -0.10], [0.10, -0.08, -0.45], [0.00, 0.01, 0.00], [0.03, -0.01, 0.01], [0.00, -0.01, 0.01], [-0.01, 0.01, 0.00], [0.02, 0.02, -0.04], [0.03, 0.01, 0.05], [0.01, -0.01, 0.00], [-0.01, 0.01, 0.02], [-0.01, 0.01, 0.02], [-0.01, 0.05, -0.06], [-0.02, -0.01, 0.01], [0.01, -0.01, 0.00], [0.01, 0.01, 0.00], [-0.01, 0.02, -0.01], [0.02, 0.01, 0.01], [0.00, -0.01, -0.02], [-0.01, 0.01, -0.02], [0.00, 0.01, -0.01], [-0.01, 0.00, 0.02], [0.00, -0.01, 0.00], [0.01, 0.00, -0.01], [0.00, 0.01, 0.00], [0.02, 0.03, 0.02], [0.03, -0.04, 0.03], [0.03, 0.31, -0.22], [0.07, -0.06, 0.11], [0.04, -0.12, 0.09], [0.07, 0.06, 0.02], [-0.01, -0.03, -0.02], [-0.04, 0.07, 0.03], [0.04, -0.14, -0.04], [-0.08, 0.27, -0.26], [-0.07, -0.13, 0.05], [-0.02, 0.03, -0.05], [-0.03, -0.02, 0.00], [0.00, -0.01, 0.00], [0.00, 0.00, 0.00], [0.01, -0.01, 0.00], [-0.06, -0.02, -0.03], [-0.18, -0.04, 0.08], [0.32, 0.52, 0.04], [-0.01, -0.14, 0.04], [-0.04, -0.13, -0.05]],
  "lowdin_charge": [0.97, 0.62, -0.67, -0.11, -0.03, -0.20, -0.03, -0.10, -0.11, -0.24, 0.01, 0.01, -0.23, -0.08, -0.19, -0.03, -0.10, -0.67, 0.63, -0.11, -0.03, -0.25, 0.03, -0.26, -0.10, -0.20, -0.01, -0.10, -0.67, 0.63, -0.11, -0.03, -0.27, 0.00, 0.00, -0.24, 0.01, -0.09, -0.24, -0.02, -0.05, -0.30, 0.01, -0.20, -0.03, -0.10, -0.67, 0.63, -0.10, -0.03, -0.03, -0.03, 0.01, 0.10, 0.12, 0.09, 0.10, 0.11, 0.10, 0.13, 0.10, 0.10, 0.12, 0.11, 0.10, 0.10, 0.13, 0.11, 0.11, 0.10, 0.10, 0.13, 0.10, 0.10, 0.13, 0.10, 0.10, -0.16, -0.16, -0.25, -0.02, -0.07, -0.06, -0.18, 0.05, -0.04, 0.13, 0.12, 0.11, 0.11, 0.11, 0.11, 0.15, -0.41, 0.19, 0.15]
}


Question: Number 2 is which compound?
Answer: C50H31Cl7N5OSiTi